Entry from the Open Molecules 2025 dataset: a structure of composition C12H29CaNO2S2 in a non-equilibrium geometry (the ωB97M-V functional and the def2-TZVPD basis).

ORCA input file:
```
! RIJCOSX wB97M-V def2-TZVPD def2/J DEFGRID3
* xyz 2 1
C -0.789 -1.184 -2.881
H -1.952 -0.148 1.160
H -2.967 3.489 -1.031
S -0.646 2.765 -0.733
C -2.461 2.636 -0.557
H 3.551 -1.831 0.607
H 0.445 1.143 3.770
H 0.877 -2.456 -2.395
C -0.434 2.585 -2.554
H 2.312 -2.789 1.443
H -1.033 3.386 -3.009
H -2.682 -1.785 -0.652
O -0.116 0.295 1.964
C -0.849 1.246 -3.144
H -0.644 1.278 -4.232
H 0.628 2.761 -2.793
C 2.965 -1.914 1.532
H 3.631 -2.023 2.394
C -1.548 0.403 2.023
C 3.599 0.817 -0.363
H -1.920 -0.031 2.966
H 0.061 -0.615 3.831
H 4.343 0.188 0.130
H -2.847 1.699 -0.979
H 2.635 1.136 -2.262
H -1.816 1.468 1.935
C 0.543 0.183 3.239
C 3.018 0.421 -1.521
H 2.382 -0.834 3.749
N -0.112 0.101 -2.542
H -2.263 -2.311 1.010
H 0.769 0.062 -3.057
H -0.689 -1.388 -3.965
Ca 1.049 0.358 -0.088
H -2.348 -3.516 -0.296
C -0.186 -2.354 -2.120
O 2.136 -0.742 1.673
C 2.012 -0.139 2.983
C -2.074 -2.478 -0.055
H -1.923 1.075 -3.007
H -1.855 -1.074 -2.653
S -0.268 -2.256 -0.299
H 3.091 -0.621 -1.863
H -2.700 2.661 0.513
H -0.715 -3.280 -2.380
H 3.592 1.853 -0.003
H 2.583 0.809 2.979
*
```

=====

Entry from the Open Molecules 2025 dataset: an isolated molecule of C5H8 in a non-equilibrium geometry (the ωB97M-V functional and the def2-TZVPD basis).

Summary:
- SMILES: C=CC(=C)C

ORCA input file:
```
! RIJCOSX wB97M-V def2-TZVPD def2/J DEFGRID3
* xyz 0 1
C 1.256 0.959 -0.737
H 2.270 0.768 -0.945
H -3.064 0.396 0.575
C -2.009 -0.020 0.457
H 1.005 1.867 -1.247
H 0.428 -1.665 1.217
C 0.868 -1.119 0.373
C 0.326 0.242 -0.089
C -1.010 0.676 -0.030
H 1.932 -0.992 0.632
H -1.193 1.755 -0.570
H 1.010 -1.929 -0.490
H -1.819 -0.938 0.853
*
```

=====

Entry from the Open Molecules 2025 dataset: a structure of composition C44H62GaN3P3SeSi (the ωB97M-V functional and the def2-TZVPD basis).

ORCA input file:
```
! RIJCOSX wB97M-V def2-TZVPD def2/J DEFGRID3
* xyz 1 1
H 2.974 -4.212 -3.852
C -0.293 2.020 5.423
H 1.606 -4.753 -0.510
H -1.342 1.702 -5.781
Si -1.154 -0.589 0.495
H 0.031 3.764 -2.937
H -0.106 2.038 2.156
H -3.943 0.690 -3.608
H -1.465 -0.889 -4.153
C -2.506 3.408 -2.039
H -1.299 -0.661 5.609
H -1.059 4.436 -4.153
C 0.975 2.034 2.311
C 4.792 2.237 -2.320
C -0.989 -4.588 1.630
C 0.482 -2.963 -0.088
C 6.066 2.589 -1.892
H 2.098 -2.076 -3.432
H -0.025 -4.139 -2.674
H -5.868 2.703 1.594
C -0.665 3.509 -3.735
Se 2.026 1.853 -2.101
C 4.126 -1.127 -1.346
H -0.427 2.608 4.512
H -0.397 -2.505 -3.209
H 0.555 -0.802 -5.527
H 3.554 1.035 1.948
H -1.253 1.569 5.671
C -1.843 -0.557 4.676
C -1.829 2.671 -3.190
C -3.579 -1.610 -0.562
C 2.725 -4.011 -2.807
C -4.145 2.060 0.556
H -5.509 -2.378 -1.090
C 3.111 -1.699 -0.345
H 0.902 0.855 -5.013
N 6.364 2.904 -0.630
C -1.280 -3.237 1.520
C -1.748 0.718 -5.538
C 1.500 0.619 2.548
H 2.888 -0.912 0.377
H 6.888 2.615 -2.599
H 4.442 -1.878 -2.073
C -1.109 -0.328 3.494
C 3.767 2.219 -1.387
H 2.300 -4.929 -2.399
H -4.295 3.812 3.272
H 3.655 -3.799 -2.286
H 3.289 2.582 0.679
H -3.488 -2.299 0.271
P 1.475 -1.917 -1.190
H -1.900 3.391 -1.136
H -5.784 -0.812 -3.005
H -0.037 2.712 6.234
H 1.615 1.011 7.310
H 1.201 2.687 3.157
P 0.685 -0.308 3.912
H 1.283 0.003 1.674
H 1.433 2.487 1.435
H -3.473 2.974 -1.789
C 0.346 -3.302 -3.269
Ga 0.483 0.488 -0.914
C 1.100 0.313 6.644
C -4.730 -1.666 -1.333
H -3.784 -0.408 1.417
C -3.212 -0.434 2.332
C -2.746 2.958 1.908
N -4.867 2.678 1.525
H -4.606 1.519 -0.262
H 5.018 -0.784 -0.817
C 4.054 2.552 -0.075
C -1.021 0.087 -4.348
H -2.068 -2.830 2.143
C 0.778 -4.324 0.039
H 4.609 1.982 -3.356
C 1.725 -2.852 -2.764
C -4.880 -0.801 -2.408
H 5.617 3.152 1.272
C -2.539 -0.700 -0.824
P -1.239 0.983 -2.716
H -2.550 2.504 -3.989
H -3.732 -0.843 5.642
H 3.367 -0.464 2.868
H -0.096 3.001 -4.517
H 4.005 -3.691 -0.200
H 0.171 0.020 7.142
C 5.364 2.882 0.251
H 1.722 -0.577 6.543
N -2.857 2.202 0.754
H -1.785 3.236 2.320
H 3.302 1.091 3.690
H -2.663 4.451 -2.326
C 0.456 -0.091 -4.701
H 1.031 -0.457 -3.861
C -2.661 0.088 -1.985
C -3.216 -0.675 4.703
C 3.674 -2.875 0.445
H 0.281 -6.192 0.962
H 1.727 1.515 5.002
C 0.042 -5.138 0.880
C -1.809 -0.316 2.267
C 0.818 0.978 5.287
C -3.978 3.261 2.401
C -0.574 -2.398 0.645
C -3.916 -0.588 3.510
H 3.720 -0.280 -1.897
C -3.838 0.050 -2.739
H -4.995 -0.669 3.491
C 3.016 0.566 2.775
H -2.824 0.815 -5.387
H -1.558 -5.208 2.312
H 4.545 -2.528 1.008
H 2.956 -3.270 1.161
H 0.413 -3.628 -4.311
H -1.601 0.079 -6.412
*
```

=====

Entry from the Open Molecules 2025 dataset: a structure of composition C49H33CdClF5N4O2S2 (the ωB97M-V functional and the def2-TZVPD basis).

ORCA input file:
```
! RIJCOSX wB97M-V def2-TZVPD def2/J DEFGRID3
* xyz -1 1
F -7.288 -3.242 -0.786
F -5.056 -4.548 -0.140
C 3.659 -0.430 -0.197
O 4.947 -0.223 -0.575
H -0.337 4.604 4.685
C 0.102 3.633 4.489
C -1.419 -2.135 3.238
Cd 0.383 -0.667 -0.758
H 0.517 -3.331 -1.488
H 5.437 1.075 -2.107
H -0.981 2.975 -4.276
C 0.210 1.372 -1.558
H -1.905 0.301 2.246
H 5.564 1.732 -0.458
C -0.853 -2.614 -5.186
Cl 3.140 -1.099 -3.786
H 1.704 0.158 3.735
H 1.940 -1.073 -6.306
H 5.154 -2.721 0.017
C -0.496 -2.777 -3.861
H -0.346 0.792 -3.492
O -0.081 -3.979 2.756
C -3.944 -2.124 3.400
H 1.975 -4.996 1.818
H -0.373 3.301 -0.940
C -5.154 -1.442 3.348
H -2.143 -4.138 2.703
C 4.061 3.846 -0.483
H -1.051 -1.706 4.180
C 0.741 -2.331 -3.352
S -2.214 -3.564 -0.340
H -4.055 1.520 2.136
C -6.055 -1.343 -1.409
C -5.199 -0.128 2.910
C 3.477 1.526 -1.194
C 0.306 -2.862 2.106
H -6.147 0.395 2.862
C 0.424 2.511 0.808
H 5.093 3.538 -0.379
C 3.675 -4.016 0.914
H -3.924 -3.147 3.760
C 1.490 4.944 -1.007
C -4.029 0.500 2.501
C 1.240 -1.548 -5.631
C 2.389 -4.077 1.424
H -1.182 -3.245 -3.161
C -2.767 -1.493 3.017
C 4.156 -2.815 0.424
F -2.526 -0.731 -1.344
H 2.528 4.420 -2.860
C 3.783 5.253 -0.228
F -7.186 -0.684 -1.705
H -1.820 -2.969 -5.525
C 0.422 4.081 -3.238
C -0.089 1.627 -2.844
H 4.578 5.865 0.184
S -0.193 3.924 1.694
H -6.067 -1.945 3.645
C 0.796 1.906 2.909
H -0.251 -1.896 -7.132
H 4.298 -4.901 0.898
H 0.461 3.173 6.544
C 3.302 -1.722 0.426
C 1.577 -1.703 -4.296
C 0.548 2.828 5.521
N 0.856 1.574 1.563
C -6.097 -2.636 -0.936
H 2.144 -2.608 -1.752
C 1.593 4.237 -2.337
C -4.827 -0.727 -1.528
C 1.717 3.417 -1.083
C 1.258 1.117 3.962
F -4.771 0.533 -1.978
N 2.065 -1.772 0.915
C -3.674 -1.401 -1.189
N 2.814 0.467 -0.448
H 2.333 6.785 -0.151
C -2.822 -0.178 2.559
H 0.172 4.962 -3.824
C 0.234 3.163 3.186
C -4.933 -3.298 -0.603
C 0.451 2.618 -0.699
C -0.230 2.942 -3.488
C 1.078 -2.520 -1.943
C -1.373 -3.668 3.318
C 4.969 1.113 -1.126
C 3.114 2.948 -0.796
H -1.397 -4.057 4.334
C 2.570 5.768 -0.446
H 0.491 5.260 -0.735
H 3.121 1.433 -2.227
C 0.015 -2.006 -6.088
H 1.476 0.974 6.083
C 1.126 1.582 5.257
C -3.657 -2.725 -0.724
N -0.387 -1.812 2.238
C 1.625 -2.917 1.432
*
```

=====

Entry from the Open Molecules 2025 dataset: a structure of composition C33H49ClGeN8Sb2SeTl (the ωB97M-V functional and the def2-TZVPD basis).

ORCA input file:
```
! RIJCOSX wB97M-V def2-TZVPD def2/J DEFGRID3
* xyz 1 1
C 1.615 -6.355 1.049
C -0.257 3.418 -0.622
Se 4.484 0.400 -1.907
H 5.708 2.143 -0.560
H 0.440 5.641 1.666
H 3.389 2.618 2.919
N -1.287 -0.853 -0.909
H -4.370 -0.469 -2.469
H -4.279 0.774 2.691
H -2.862 -3.885 -0.361
Sb 0.869 3.093 2.306
H 0.185 5.424 3.422
H 2.232 3.355 -1.901
H 0.421 2.732 4.787
N -1.047 6.055 -2.680
H -1.086 4.943 2.274
H -1.110 -6.264 0.508
C -2.286 1.326 3.232
C -0.773 -2.742 1.926
H -2.963 -2.972 4.501
H 5.788 2.086 -3.180
N 0.514 3.191 0.232
H 1.528 1.262 -4.389
C -1.818 2.610 -2.267
H 2.572 -6.875 0.972
H -6.458 -1.710 -2.974
C 2.872 3.548 2.704
H 1.005 -6.880 1.785
N 1.932 -4.171 -1.109
C -3.500 -2.117 -1.404
C -0.023 2.122 3.993
C 2.090 1.964 -5.002
H -1.676 -2.697 1.316
Cl 1.645 0.809 1.464
C -1.517 2.191 4.019
C 4.859 1.567 -3.424
H 1.813 -5.352 1.434
N -2.421 1.752 -2.741
H 5.085 0.904 -4.261
C -3.653 -3.422 -0.938
H -1.532 3.810 5.427
C 1.176 -3.131 -1.439
C 4.702 1.734 -0.511
H 2.182 4.726 -3.014
H -1.000 -5.591 -1.119
H -3.399 -1.279 4.781
H -0.644 -3.753 2.313
H -0.417 -4.664 0.281
N 2.843 -2.452 -0.295
H 2.735 -6.036 -1.419
H 1.270 -5.690 -2.344
C -3.522 3.241 4.881
C 2.827 3.951 -2.597
Ge 3.528 2.864 -4.048
H -2.353 -0.131 1.652
H 5.306 4.502 -4.865
C -3.674 1.440 3.296
H -4.954 -5.119 -0.856
C -4.823 -4.107 -1.216
C -2.263 -1.419 -1.130
H 0.410 1.123 3.999
C -5.670 -2.187 -2.408
H -5.371 2.440 4.137
C -1.069 4.996 -2.230
C 0.896 -6.299 -0.295
H -3.991 3.980 5.516
C -1.644 0.287 2.367
C -5.828 -3.490 -1.952
C -1.070 3.676 -1.681
H 0.098 -2.472 1.325
H 3.967 2.528 -0.620
H 0.263 -3.186 -2.010
N 2.974 -3.723 -0.389
H 3.639 4.431 -2.049
C -2.141 3.142 4.827
H 2.889 4.221 3.563
H -3.578 -1.984 3.157
C -0.011 5.012 2.431
H -0.783 0.656 1.811
H 3.317 4.039 1.840
C 4.474 3.975 -5.332
Tl 1.189 0.493 -1.502
H -6.742 -4.027 -2.169
H 2.504 1.422 -5.854
H 4.868 3.349 -6.134
C -2.969 -1.975 4.061
C -0.485 -5.665 -0.156
Sb -0.964 -1.394 3.581
H 3.801 4.712 -5.772
N 1.719 -2.048 -0.938
C -4.291 2.380 4.108
C 1.738 -5.604 -1.364
H 0.769 -7.319 -0.668
H 4.555 1.224 0.438
H 1.393 2.714 -5.380
C -4.504 -1.490 -2.136
*
```

=====

Entry from the Open Molecules 2025 dataset: the ion C4H5O3S with charge -1 in a non-equilibrium geometry (the ωB97M-V functional and the def2-TZVPD basis).

ORCA input file:
```
! RIJCOSX wB97M-V def2-TZVPD def2/J DEFGRID3
* xyz -1 1
O -4.282 0.514 0.094
H 0.472 -0.281 0.574
H 1.242 -0.329 -1.125
H 0.471 -1.741 -0.218
S -2.390 -0.972 1.099
O -3.019 1.795 -1.198
C -2.108 -0.213 -0.322
C 0.373 -0.753 -0.409
C -0.913 -0.271 -1.218
H -0.756 0.658 -1.791
C -3.312 0.830 -0.540
H -1.159 -0.931 -2.036
O -1.457 -2.082 1.444
*
```

=====

Entry from the Open Molecules 2025 dataset: a cluster of 3 separate species, C29H67N3O4PS in total (the ωB97M-V functional and the def2-TZVPD basis).

ORCA input file:
```
! RIJCOSX wB97M-V def2-TZVPD def2/J DEFGRID3
* xyz -1 1
H -0.639 5.536 -3.851
H 2.464 0.035 2.668
H 5.616 -3.091 0.728
C 3.748 -1.641 2.205
H 2.564 3.275 2.341
H -5.128 -1.598 -1.222
H -2.179 -1.546 -0.390
C 1.493 2.267 -0.690
N -7.659 -0.497 -0.635
S 4.229 -0.806 0.525
H -2.502 -1.534 -2.121
H 1.803 5.324 -4.007
O 4.829 -2.282 2.719
H 1.565 -5.605 1.761
H -0.172 -5.736 1.558
H -0.984 2.575 -2.579
H 5.857 3.711 1.270
C -0.028 5.893 -3.022
H 1.879 -2.630 -0.992
O 4.604 -4.640 3.338
C -9.246 0.849 -2.128
C -0.547 2.636 -3.577
H 4.671 -5.580 3.124
C -0.698 -0.420 -1.537
C 0.518 -3.842 2.345
H 2.066 -2.286 1.064
H -9.249 0.647 0.017
H -10.321 0.983 -2.267
H 5.344 -5.071 1.212
H 2.839 -1.036 4.021
H -2.827 -0.095 -1.140
H -0.124 -4.143 3.182
H -6.105 -2.692 -0.233
H -0.020 -3.029 1.841
H 4.690 2.616 0.515
H 6.452 2.356 0.285
H -1.066 3.421 -4.127
H -5.774 0.704 -2.277
C 2.733 -2.733 1.811
N 1.470 3.862 -2.586
H 3.393 0.233 0.649
C -8.990 0.037 -0.852
H 0.046 3.817 -0.992
H 2.044 3.032 4.019
H -0.755 1.689 -4.079
C 0.826 -2.492 -1.249
H -6.674 2.119 -1.727
C 2.820 3.465 3.384
H -5.087 1.765 -1.057
C 1.824 -3.277 2.925
C 0.885 -4.824 -0.097
H 2.821 4.549 3.535
C 4.205 2.874 3.670
H 6.502 -3.801 2.405
H -0.480 -4.166 -1.639
C 4.378 0.392 3.641
H -5.824 -0.070 0.222
O 6.761 1.319 2.596
O 3.527 -3.732 1.245
C 0.680 -5.060 1.414
C -2.133 -0.928 -1.290
H 0.667 -5.781 -0.585
C 0.374 -1.129 -0.704
H 1.656 4.402 -0.607
H -0.446 -0.561 -2.594
C 3.265 -0.544 3.144
H 1.449 1.913 -3.279
H 1.564 -2.485 3.635
C 1.118 3.650 -1.192
H -0.770 -3.414 -0.093
C 5.735 1.803 2.206
H 2.368 -4.040 3.482
C 1.363 5.245 -3.008
C -6.631 0.468 -0.279
C -6.004 -2.247 -1.223
H 1.256 -0.484 -0.625
H 1.944 -4.631 -0.281
H -0.662 0.653 -1.326
H 5.328 -0.144 3.608
H 0.800 -2.440 -2.346
H -7.127 -1.078 -2.624
C 0.970 2.865 -3.518
H 4.959 3.636 3.450
H 2.009 5.831 -2.347
C -6.016 1.312 -1.405
H 2.551 2.064 -0.856
H 0.073 6.975 -3.132
H -7.056 1.128 0.482
H -0.002 -1.260 0.319
H -0.569 5.706 -2.094
C 0.030 -3.732 -0.772
H 1.293 2.193 0.380
H -8.095 -2.208 -1.693
H -5.810 -3.045 -1.940
H -8.798 1.841 -2.080
P 5.171 -3.810 1.886
C 5.672 2.671 0.976
H 0.916 1.482 -1.179
H 4.312 2.649 4.736
C -7.267 -1.497 -1.614
H 1.339 3.134 -4.511
H 4.190 0.627 4.694
H -8.861 0.343 -3.014
H -9.680 -0.813 -0.841
N 4.488 1.657 2.892
*
```

=====

Values for E_HOMO, Ha, ordered as above
-0.5693 -0.3201 -0.3712 -0.1460 -0.3783 -0.1654 -0.1754
Values for LUMO energy, eV, ordered as above
-6.58 0.97 -2.20 2.04 -3.16 3.78 2.15
Values for ΔE to the lowest compared entry with this formula, charge and spin, kcal/mol, ordered as above
0.0 37.4 5.9 71.6 18.6 31.2 0.0